Here is a molecular structure, C11H14F6MoN2O4SSb from OMol25. Energies are from ωB97M-V with the def2-TZVPD basis set.

CARTESIAN COORDINATES (ANGSTROEM)
C -2.15 -2.03 -1.17
C 3.67 2.17 -0.94
C -4.38 -2.11 -2.22
O 3.15 1.24 0.24
C 0.60 3.68 -0.39
N 0.87 2.41 1.68
H -0.57 -2.76 1.20
Sb 3.36 -2.61 1.09
H -2.66 -3.20 -2.93
C -4.85 -1.31 -1.20
H -5.04 -2.48 -2.99
H 0.38 4.50 1.56
O 0.55 4.57 -1.13
H 0.31 2.07 2.46
F 1.52 -0.18 -1.34
C -3.95 -0.79 -0.17
F 4.47 -1.34 0.37
Mo 1.40 0.81 0.19
H -4.35 -0.10 0.57
C -3.05 -2.51 -2.20
C 0.16 3.56 1.05
H 2.39 1.83 -2.58
H -1.11 -2.32 -1.24
F 2.09 -0.86 1.19
H -5.90 -1.05 -1.12
F 1.76 -3.22 0.39
H -1.94 -2.61 2.38
C 2.40 2.55 -1.75
O -0.37 0.11 0.64
H -0.92 3.40 1.08
O 4.79 2.36 -1.08
F 4.34 -4.06 0.57
N 1.28 2.33 -0.87
S -1.66 -0.61 1.23
C -2.62 -1.19 -0.16
F 3.27 -2.59 2.91
C -1.05 -2.13 1.95
H 2.48 3.57 -2.13
H 1.74 2.74 2.10
H -0.38 -1.84 2.76

LUMO energy (alpha / beta), eV: -16.37 / -16.82
Energy above the lowest of the compared OMol25 structures with the same formula, charge and spin, eV: 6.887
HOMO-LUMO gap (alpha / beta), eV: 7.374 / 6.857
Max |F|, eV/Å: 1.5
E_tot, eV: -58291.207
Spin multiplicity: 2
Net charge: +4